[1]
{
  "formula": "C20H39NO10P2",
  "method": "ωB97M-V/def2-TZVPD",
  "gap_ev": 8.8,
  "smiles": "C#CC(C#C)(NCC)OC=O.CCOP(=O)(OCC)OCC.CCOP(=O)(OCC)OCC",
  "e_homo_ev": -9.54,
  "multiplicity": 1,
  "e_lumo_ev": -0.7,
  "e_tot_ev": -61910.628,
  "species": ["C", "C", "C", "C", "C", "N", "C", "C", "O", "C", "O", "H", "H", "H", "H", "H", "H", "H", "H", "H", "C", "C", "O", "P", "O", "O", "C", "C", "O", "C", "C", "H", "H", "H", "H", "H", "H", "H", "H", "H", "H", "H", "H", "H", "H", "H", "C", "C", "O", "P", "O", "O", "C", "C", "O", "C", "C", "H", "H", "H", "H", "H", "H", "H", "H", "H", "H", "H", "H", "H", "H", "H"],
  "xyz": [[5.964, 1.083, 6.787], [6.013, 1.604, 5.713], [5.720, 2.018, 4.281], [5.097, 0.892, 3.496], [4.523, -0.108, 3.183], [5.052, 3.280, 4.176], [3.633, 3.276, 4.518], [3.320, 3.318, 6.046], [7.032, 2.197, 3.664], [7.811, 3.116, 4.347], [7.830, 4.280, 4.127], [6.112, 0.425, 7.625], [3.811, -0.893, 2.990], [5.217, 3.726, 3.283], [3.213, 4.210, 4.102], [3.031, 2.459, 4.075], [3.028, 2.326, 6.429], [2.428, 3.963, 6.161], [4.132, 3.772, 6.629], [8.513, 2.722, 5.114], [3.579, -3.047, -2.531], [3.451, -1.598, -2.103], [2.095, -1.184, -1.992], [1.132, -1.741, -0.763], [2.115, -1.607, 0.368], [0.251, -0.382, -0.502], [0.216, 0.233, 0.786], [1.244, 1.330, 0.910], [-0.084, -2.232, -1.774], [0.028, -2.567, -3.151], [0.157, -4.067, -3.341], [3.077, -3.712, -1.821], [4.628, -3.339, -2.594], [3.122, -3.203, -3.509], [3.993, -1.421, -1.173], [3.910, -0.957, -2.859], [0.351, -0.505, 1.576], [-0.789, 0.647, 0.903], [2.246, 0.946, 0.714], [1.221, 1.760, 1.914], [1.061, 2.125, 0.185], [0.824, -2.035, -3.664], [-0.903, -2.234, -3.617], [0.995, -4.466, -2.768], [0.299, -4.310, -4.395], [-0.741, -4.576, -2.986], [-2.905, -1.294, -1.448], [-4.124, -0.875, -0.652], [-4.987, -0.021, -1.395], [-5.879, -0.610, -2.657], [-6.363, -1.900, -2.058], [-7.237, 0.298, -2.490], [-8.514, -0.306, -2.290], [-8.858, -0.339, -0.814], [-5.361, 0.536, -3.732], [-4.160, 1.293, -3.665], [-3.072, 0.673, -4.523], [-3.198, -1.816, -2.366], [-2.271, -1.955, -0.863], [-2.313, -0.424, -1.738], [-4.663, -1.748, -0.279], [-3.805, -0.306, 0.225], [-8.554, -1.301, -2.732], [-9.246, 0.309, -2.819], [-8.099, -0.869, -0.238], [-9.821, -0.828, -0.653], [-8.909, 0.675, -0.414], [-3.812, 1.466, -2.651], [-4.405, 2.279, -4.068], [-2.899, -0.368, -4.246], [-2.138, 1.229, -4.420], [-3.364, 0.677, -5.574]],
  "forces_ev_per_a": [[0.7095, -0.8596, 0.5816], [-1.6615, 0.0629, -1.4350], [1.6062, -0.1928, -0.6314], [0.5838, 0.6427, 1.4856], [-1.0873, -0.3979, -0.1510], [-0.7964, -0.2381, 0.5948], [-0.8207, 0.7757, 0.6363], [-0.5649, 0.1361, -0.4897], [0.0154, 0.4245, 0.2991], [0.7685, -0.0255, 0.4588], [-0.2817, 0.3571, -0.5362], [-0.2115, 0.5768, -0.0626], [0.5659, 0.1472, -0.2747], [0.1726, -0.3626, -0.0393], [0.3469, -0.4047, 0.0153], [0.5027, 0.1016, -0.0703], [0.4582, 0.3846, 0.0119], [0.3676, -0.2971, 0.0996], [-0.1744, -0.3195, -0.1989], [-0.5452, -0.5302, -0.3692], [-0.1357, -0.0139, -0.0753], [0.4352, 0.0391, -0.0329], [-0.4343, -1.0691, 0.0127], [0.8787, 7.3260, -2.8338], [-1.1406, -3.6533, 0.4212], [-0.5592, -0.9237, 0.4583], [-0.0802, 0.1991, 0.2308], [0.2823, 0.1627, -0.2050], [1.2212, -1.2680, 1.8542], [-0.0476, -0.9304, -0.7372], [-0.1327, -0.0780, 0.1511], [0.1170, 0.0127, 0.0719], [-0.0205, -0.0049, 0.0447], [0.0227, 0.0062, -0.0046], [-0.1704, -0.0305, 0.1025], [-0.1766, 0.0590, 0.0011], [0.0600, -0.0500, -0.0802], [-0.0105, -0.0446, -0.1195], [-0.0228, -0.0596, 0.1292], [-0.0007, 0.0000, -0.0166], [-0.0940, -0.0105, 0.0479], [0.2027, 0.1230, 0.4113], [-0.0828, 0.0996, 0.3271], [0.0956, 0.0543, -0.1114], [0.0187, 0.0043, 0.0232], [-0.0044, 0.0290, -0.0442], [-0.1790, 0.1761, -0.0576], [0.1948, -0.2418, 0.2874], [0.2775, -0.2792, -0.9970], [-2.4248, 4.6974, 5.4086], [1.6530, -1.0428, -3.1179], [0.1718, -0.4484, -1.0074], [-0.2710, -0.0384, 0.2986], [0.0758, 0.0458, 0.1717], [-0.0430, -2.4255, -0.2739], [0.9854, 0.1190, -0.5008], [-0.0885, -0.0646, -0.1748], [-0.0468, -0.1224, 0.0934], [-0.0323, 0.0059, -0.0219], [0.0720, -0.0372, 0.0631], [-0.1371, 0.0154, -0.1682], [-0.0994, 0.1297, -0.0973], [0.1142, -0.0169, 0.1012], [0.1485, 0.0972, -0.0494], [-0.0108, -0.1147, -0.1300], [0.0021, 0.0212, -0.0148], [-0.0616, -0.0055, -0.0594], [-0.2544, -0.3534, 0.1663], [-0.2978, -0.1417, -0.0475], [0.0768, 0.0526, 0.1302], [-0.0068, -0.0302, 0.0229], [0.0064, 0.0429, 0.0237]],
  "lowdin_charge": [0.151, -0.034, -0.486, -0.019, 0.152, 0.015, -0.249, -0.094, -0.021, -0.330, 0.121, 0.048, 0.046, 0.135, 0.115, 0.099, 0.065, 0.067, 0.073, 0.151, -0.079, -0.287, -0.231, 0.643, -0.243, -0.221, -0.294, -0.074, -0.228, -0.268, -0.068, 0.069, 0.081, 0.073, 0.108, 0.121, 0.105, 0.114, 0.068, 0.072, 0.079, 0.111, 0.116, 0.062, 0.084, 0.080, -0.086, -0.278, -0.227, 0.628, -0.238, -0.215, -0.296, -0.077, -0.196, -0.273, -0.074, 0.072, 0.072, 0.077, 0.109, 0.118, 0.103, 0.114, 0.072, 0.076, 0.076, 0.108, 0.128, 0.053, 0.083, 0.078]
}

[2]
{
  "formula": "C2H4N2O2",
  "method": "ωB97M-V/def2-TZVPD",
  "gap_ev": 9.4,
  "smiles": "C=[N+]([O-])C(N)=O",
  "e_homo_ev": -9.54,
  "multiplicity": 1,
  "e_lumo_ev": -0.2,
  "e_tot_ev": -9211.281,
  "species": ["C", "N", "O", "C", "N", "O", "H", "H", "H", "H"],
  "xyz": [[1.071, 1.409, 0.074], [0.686, 0.200, 0.035], [1.440, -0.843, 0.054], [-0.756, -0.176, 0.028], [-1.067, -1.425, 0.076], [-1.717, 0.739, 0.003], [2.185, 1.637, 0.002], [0.459, 2.212, -0.162], [-0.256, -2.155, -0.072], [-2.045, -1.598, -0.038]],
  "forces_ev_per_a": [[3.1566, 0.7365, -0.8444], [-0.5336, -2.4726, 0.2613], [0.0876, 0.3781, 0.0443], [-5.1290, 6.6820, -0.1400], [3.2217, -3.5036, -0.5292], [4.9879, -3.4821, 0.0766], [-1.6099, -0.8585, 0.4293], [-1.6883, 0.9410, 0.1778], [-2.2621, 1.9637, 0.5289], [-0.2309, -0.3844, -0.0046]],
  "nbo_charge": [-0.103, 0.037, -0.562, 0.736, -0.775, -0.655, 0.213, 0.221, 0.455, 0.431]
}

[3]
{
  "formula": "C5H12I2OP",
  "method": "ωB97M-V/def2-TZVPD",
  "gap_ev": 8.7,
  "e_homo_ev": -13.33,
  "multiplicity": 1,
  "e_lumo_ev": -4.6,
  "e_tot_ev": -32907.419,
  "total_charge": 1,
  "species": ["C", "C", "O", "P", "C", "I", "C", "C", "I", "H", "H", "H", "H", "H", "H", "H", "H", "H", "H", "H", "H"],
  "xyz": [[2.448, -0.100, 0.006], [1.477, 0.859, 0.930], [1.090, 2.028, 0.131], [-0.559, 1.942, -0.432], [-1.133, 0.250, -1.059], [-2.806, 0.652, -2.481], [-1.723, -0.798, 0.035], [-0.696, -2.083, 0.343], [-2.419, 0.037, 1.924], [3.429, 0.471, -0.350], [2.715, -1.058, 0.626], [1.818, -0.446, -0.940], [0.601, 0.300, 1.464], [2.178, 1.272, 1.805], [-1.425, 2.576, 0.550], [-0.610, 2.842, -1.595], [-0.311, -0.283, -1.719], [-2.675, -1.313, -0.471], [0.337, -1.751, 0.778], [-1.233, -2.747, 1.143], [-0.506, -2.650, -0.689]],
  "forces_ev_per_a": [[-0.9365, -0.0166, -0.0790], [2.8124, -1.1190, 1.3978], [-4.2956, -0.8985, -0.9002], [2.6613, 0.5960, -0.3043], [-0.0348, -1.0862, 0.1337], [0.9532, 0.2463, 0.7063], [0.1496, -2.4542, -1.2252], [-0.1691, 0.5995, -0.2779], [0.2738, -0.1781, -0.8013], [-2.2953, -1.2255, 0.8949], [-0.3568, 1.8806, -1.2059], [1.5193, 0.6721, 1.8834], [1.4149, 1.0975, -1.2983], [-1.7500, -0.6965, -1.9100], [0.5951, -0.8589, -0.7545], [0.3063, -0.9586, 1.2171], [-1.4863, 1.3818, 1.4680], [2.1057, 1.3731, 1.3168], [-2.0362, -0.5488, -0.8408], [1.0823, 1.0976, -1.7720], [-0.5134, 1.0965, 2.3515]],
  "nbo_charge": [-0.653, -0.130, -0.725, 1.266, -0.727, 0.248, -0.407, -0.649, 0.173, 0.259, 0.243, 0.196, 0.204, 0.237, 0.087, 0.076, 0.310, 0.272, 0.223, 0.259, 0.238]
}

[4]
{
  "formula": "C40H34AsN2O3PRu",
  "method": "ωB97M-V/def2-TZVPD",
  "gap_ev": 4.4,
  "e_homo_ev": -12.78,
  "multiplicity": 1,
  "e_lumo_ev": -8.4,
  "e_tot_ev": -123845.798,
  "total_charge": 2,
  "species": ["Ru", "O", "C", "C", "C", "C", "C", "C", "C", "O", "N", "N", "C", "C", "C", "C", "C", "C", "C", "O", "H", "H", "H", "H", "H", "H", "H", "H", "H", "H", "C", "C", "As", "C", "C", "C", "C", "C", "C", "C", "C", "C", "C", "C", "C", "P", "C", "C", "C", "C", "C", "C", "C", "C", "C", "C", "C", "C", "H", "H", "H", "H", "H", "H", "H", "H", "H", "H", "H", "H", "H", "H", "H", "H", "H", "H", "H", "H", "H", "H", "H", "H"],
  "xyz": [[0.013, 0.362, -0.049], [4.220, 1.944, -0.680], [4.424, 2.192, 0.626], [5.624, 2.823, 0.957], [5.915, 3.116, 2.269], [5.022, 2.789, 3.296], [3.835, 2.179, 2.983], [3.503, 1.873, 1.646], [2.199, 1.307, 1.355], [1.901, 1.013, 0.109], [1.325, 1.158, 2.340], [0.110, 0.776, 1.860], [-0.889, 0.665, 2.661], [-2.265, 0.748, 2.079], [-3.514, 1.072, 2.961], [-4.528, -0.016, 3.110], [-4.808, -0.773, 2.058], [-4.087, -0.474, 0.763], [-2.633, -0.203, 0.971], [-1.849, -0.567, 0.103], [3.389, 1.454, -0.780], [6.311, 3.061, 0.156], [6.853, 3.599, 2.507], [5.268, 3.012, 4.324], [3.130, 1.919, 3.759], [-0.729, 0.802, 3.725], [-3.186, 1.463, 3.922], [-5.021, -0.156, 4.063], [-5.527, -1.580, 2.082], [-4.172, -1.273, 0.030], [-0.061, 3.852, -0.336], [1.274, 4.036, -1.058], [1.853, 5.940, -1.186], [1.523, 6.418, 0.676], [1.923, 5.546, 1.689], [1.813, 5.913, 3.023], [1.311, 7.162, 3.360], [0.938, 8.047, 2.359], [1.050, 7.680, 1.024], [0.203, 6.509, -2.078], [-0.992, 6.868, -1.454], [-2.124, 7.156, -2.208], [-2.076, 7.091, -3.595], [-0.889, 6.746, -4.226], [0.242, 6.463, -3.472], [-0.821, 2.276, -0.777], [-1.008, 2.138, -2.538], [-1.518, 3.144, -3.356], [-1.596, 2.921, -4.722], [-1.162, 1.715, -5.260], [-0.630, 0.719, -4.449], [-0.550, 0.938, -3.085], [-2.464, 2.239, 0.008], [-3.731, 1.971, -0.494], [-4.677, 0.811, 0.148], [-4.744, 2.072, 0.818], [-3.858, 2.303, 2.033], [-2.442, 2.236, 1.479], [-0.774, 4.630, -0.629], [0.065, 3.901, 0.747], [1.221, 3.700, -2.096], [2.066, 3.465, -0.577], [2.358, 4.579, 1.449], [2.142, 5.230, 3.796], [1.234, 7.455, 4.399], [0.573, 9.033, 2.615], [0.778, 8.394, 0.255], [-1.040, 6.946, -0.374], [-3.038, 7.458, -1.712], [-2.952, 7.337, -4.181], [-0.834, 6.725, -5.307], [1.171, 6.218, -3.976], [-1.827, 4.101, -2.944], [-1.984, 3.695, -5.369], [-1.224, 1.553, -6.328], [-0.270, -0.205, -4.880], [-0.086, 0.172, -2.451], [-3.999, 2.193, -1.517], [-5.461, 0.617, -0.575], [-5.606, 2.705, 0.657], [-4.143, 3.211, 2.556], [-1.708, 2.898, 1.932]],
  "forces_ev_per_a": [[0.1109, -0.0698, 0.1321], [0.0007, -0.0066, 0.0027], [-0.0035, 0.0028, 0.0158], [-0.0108, -0.0034, -0.0071], [0.0058, -0.0009, 0.0014], [-0.0083, -0.0042, 0.0033], [0.0047, 0.0047, -0.0076], [0.0147, 0.0043, 0.0005], [-0.0132, 0.0039, -0.0083], [0.0179, 0.0091, 0.0198], [0.0037, -0.0020, 0.0047], [-0.0038, 0.0259, -0.0381], [-0.0150, -0.0024, -0.0010], [-0.0045, 0.0005, 0.0283], [0.0115, -0.0517, 0.0140], [-0.0119, -0.0044, -0.0312], [0.0250, 0.0239, 0.0179], [-0.0130, -0.0042, 0.0320], [0.0090, 0.0219, -0.0122], [-0.0157, -0.0131, -0.0159], [-0.0005, -0.0017, -0.0020], [0.0010, 0.0001, -0.0017], [0.0007, 0.0011, 0.0008], [0.0011, 0.0002, 0.0010], [-0.0014, -0.0018, 0.0002], [-0.0012, 0.0064, 0.0044], [-0.0033, 0.0057, 0.0013], [-0.0018, -0.0006, 0.0007], [-0.0018, -0.0017, -0.0003], [-0.0068, -0.0001, 0.0020], [0.0057, 0.0047, -0.0016], [0.0047, 0.0012, 0.0117], [0.0015, -0.0014, 0.0050], [0.0054, 0.0185, -0.0078], [-0.0016, -0.0120, -0.0054], [-0.0007, 0.0031, 0.0025], [0.0009, 0.0001, -0.0029], [0.0010, -0.0012, 0.0040], [0.0019, -0.0017, 0.0011], [-0.0086, -0.0052, 0.0053], [0.0066, -0.0052, 0.0003], [-0.0022, 0.0005, -0.0026], [-0.0028, 0.0002, -0.0012], [0.0061, 0.0045, -0.0010], [-0.0003, -0.0053, 0.0019], [-0.0296, 0.0289, -0.0183], [-0.0010, -0.0162, 0.0034], [0.0014, -0.0033, 0.0008], [-0.0034, 0.0040, 0.0015], [0.0040, -0.0048, 0.0011], [0.0243, 0.0215, -0.0029], [-0.0112, 0.0164, -0.0111], [0.0020, 0.0095, 0.0242], [0.0235, 0.0267, -0.0586], [0.0301, -0.0080, -0.0298], [-0.0494, 0.0322, 0.0628], [-0.0035, 0.0073, -0.0256], [-0.0061, -0.0119, -0.0428], [-0.0015, 0.0024, -0.0065], [-0.0007, 0.0043, 0.0009], [-0.0044, 0.0094, -0.0044], [-0.0069, 0.0003, -0.0039], [-0.0024, -0.0001, -0.0005], [0.0010, -0.0029, -0.0006], [-0.0008, 0.0005, 0.0012], [-0.0009, 0.0009, -0.0002], [-0.0028, 0.0008, -0.0001], [-0.0007, -0.0011, 0.0029], [-0.0006, 0.0006, 0.0016], [-0.0019, 0.0009, -0.0016], [0.0005, -0.0003, -0.0022], [0.0018, -0.0002, -0.0010], [-0.0003, 0.0028, 0.0011], [-0.0001, 0.0000, -0.0009], [0.0001, -0.0001, -0.0012], [-0.0023, -0.0039, -0.0001], [-0.0682, -0.0311, -0.0796], [-0.0033, -0.0073, -0.0052], [0.0012, -0.0094, 0.0020], [-0.0049, -0.0055, 0.0051], [0.0112, 0.0021, 0.0049], [-0.0022, -0.0080, 0.0168]],
  "lowdin_charge": [1.049, 0.084, -0.253, 0.011, -0.034, -0.064, -0.028, -0.105, -0.382, -0.208, 0.102, -0.146, -0.004, -0.191, -0.116, 0.010, 0.012, -0.128, -0.244, -0.011, 0.076, 0.131, 0.120, 0.112, 0.111, 0.156, 0.164, 0.131, 0.132, 0.170, -0.345, -0.402, 1.340, -0.424, -0.132, -0.077, -0.074, -0.068, -0.122, -0.419, -0.138, -0.081, -0.083, -0.086, -0.131, 0.978, -0.363, -0.061, -0.039, -0.031, -0.040, -0.096, -0.146, 0.000, -0.042, -0.021, -0.089, -0.142, 0.068, 0.080, 0.065, 0.035, 0.085, 0.104, 0.110, 0.112, 0.106, 0.093, 0.107, 0.110, 0.112, 0.099, 0.107, 0.119, 0.123, 0.123, 0.086, 0.155, 0.173, 0.170, 0.165, 0.171]
}